1.
A molecular structure, C12H23BeN2O2P2Se at a distorted geometry. Source: the OMol25 dataset; level of theory: ωB97M-V/def2-TZVPD.

The calculation puts the frontier orbital gap at 6.64 eV. The value obtained for the LUMO energy is -3.59 eV. The charge is +1. As for the largest force on an atom: 3.03 eV/Å. As for the molar mass: 377.25 g mol⁻¹. As for the electronic energy: -3829.78240 Ha.

```
43
Properties=species:S:1:pos:R:3:nbo_charge:R:1
H 2.065 -2.566 2.184 0.277
H -1.605 6.422 -0.424 0.481
H 1.796 3.826 -2.449 0.466
H 1.259 -3.304 0.778 0.253
N -0.078 -1.219 -1.767 -0.608
C 2.325 -1.495 -1.510 -0.784
N -0.017 0.015 2.020 -0.956
H 1.962 -2.979 -3.812 0.244
C -1.250 -1.429 -2.390 0.243
H 3.835 0.673 0.152 0.263
H 3.708 -0.023 1.787 0.277
C 0.001 0.000 3.230 0.133
H -2.304 -2.381 -4.038 0.241
Se 0.000 0.000 4.970 -0.059
C -2.296 2.019 -1.923 -0.945
H -4.523 0.868 -0.310 0.252
H 2.346 4.013 -3.849 0.474
H -3.229 -0.550 -2.537 0.260
H 3.043 -3.220 0.836 0.248
C 1.038 -1.780 -2.253 0.245
C -0.177 -2.785 -4.082 -0.115
C -2.481 -0.817 -1.762 -0.754
H -3.581 1.742 0.928 0.268
H -3.721 -0.029 1.010 0.269
C 3.663 -0.270 0.707 -0.948
H -2.967 -1.592 -1.122 0.272
H -1.540 4.908 -0.347 0.456
H -0.215 -3.395 -4.990 0.246
Be -0.019 -0.079 0.096 1.426
P -2.102 0.664 -0.715 0.772
H 4.516 -0.944 0.487 0.250
P 2.083 -1.039 0.235 0.793
H 3.036 -2.343 -1.591 0.257
O -1.171 5.660 -0.817 -0.935
H -3.289 1.989 -2.416 0.253
H -1.530 1.972 -2.723 0.259
C -3.605 0.822 0.310 -0.944
H -2.195 3.018 -1.447 0.256
C 2.114 -2.666 1.080 -0.946
C 1.028 -2.554 -3.426 -0.235
C -1.334 -2.220 -3.552 -0.241
O 2.577 3.684 -2.986 -0.939
H 2.833 -0.613 -2.028 0.277
```


2.
A molecular structure, C12H23Cl10MgO2 at a distorted geometry. Source: the OMol25 dataset; level of theory: ωB97M-V/def2-TZVPD.

The calculation puts the frontier orbital gap at 5.60 eV. The value obtained for the LUMO energy is -7.05 eV. The charge is +1. As for the largest force on an atom: 2.75 eV/Å. As for the molar mass: 578.15 g mol⁻¹. As for the electronic energy: -5423.31764 Ha.

```
48
Properties=species:S:1:pos:R:3:nbo_charge:R:1
H 0.961 -0.097 4.209 0.219
H 2.088 -1.273 -2.551 0.220
C 0.205 1.025 -4.813 -0.402
Cl -1.627 -1.132 5.107 -0.028
C 0.073 3.436 3.411 -0.395
O -0.470 1.080 -1.429 -0.868
Cl 2.909 -3.516 0.191 -0.036
H -2.903 -3.709 -1.094 0.239
H -1.414 4.870 4.096 0.223
C 3.298 -2.712 -1.335 -0.404
H 1.263 -1.547 5.263 0.233
H 0.983 0.285 -5.003 0.244
H 3.175 -3.380 -2.188 0.229
H -0.398 -2.807 4.057 0.224
C -1.630 -2.094 -1.807 -0.380
C 0.003 2.091 -5.855 -0.408
C -0.218 0.246 0.871 -0.756
H -0.813 2.765 -5.592 0.200
C 2.367 -1.507 -1.522 -0.386
Cl 3.107 -0.064 -0.801 -0.062
H -2.285 -1.361 -2.262 0.219
Cl -1.070 -3.112 -3.170 -0.050
H -0.715 -1.457 2.975 0.193
C 0.988 -1.181 4.279 -0.386
H 0.906 2.706 -5.873 0.234
H 0.531 0.638 1.570 0.282
H 1.395 -1.678 -1.068 0.206
O -0.898 2.450 0.139 -0.887
Cl -0.434 1.478 -7.458 -0.006
H 4.353 -2.461 -1.300 0.239
Mg -1.614 2.691 -1.639 1.834
C -0.456 1.284 -0.150 0.822
Cl -1.298 0.155 -4.472 -0.059
Cl -2.098 2.752 4.937 -0.029
H 0.549 4.229 2.836 0.223
H -1.539 -3.385 -0.059 0.229
Cl -3.293 -1.872 0.311 -0.069
Cl 2.055 -1.815 3.000 -0.056
H -0.745 -1.598 -1.425 0.206
H -1.080 0.216 1.542 0.282
Cl 1.141 3.031 4.763 -0.027
C -2.267 -2.912 -0.716 -0.390
C -0.416 -1.720 3.988 -0.397
H 0.056 -0.734 0.514 0.259
H -1.951 3.883 2.843 0.212
H 0.044 2.553 2.774 0.195
H 0.525 1.423 -3.844 0.214
C -1.343 3.837 3.749 -0.399
```


3.
3 unconnected molecules or ions with the total composition C12H23Cl2N2O6S2 at a distorted geometry. Source: the OMol25 dataset; level of theory: ωB97M-V/def2-TZVPD.

The calculation puts the frontier orbital gap at 8.66 eV. The value obtained for the LUMO energy is -3.80 eV. The charge is +1. As for the largest force on an atom: 5.40 eV/Å. As for the molar mass: 426.36 g mol⁻¹. As for the electronic energy: -2748.39564 Ha.

```
47
Properties=species:S:1:pos:R:3:nbo_charge:R:1
H -1.604 1.291 -1.873 0.226
C 0.652 2.729 1.622 0.138
H -6.787 -0.751 -1.150 0.220
C 1.372 -1.479 -0.110 -0.085
O 4.537 -2.077 0.230 -0.929
H 3.990 -4.446 -1.214 0.256
H 2.909 0.017 0.182 0.224
H 5.366 3.622 1.968 0.260
O -2.344 -1.489 -1.361 -0.916
C 4.711 2.747 2.300 -0.677
H -1.686 3.249 -0.806 0.275
H 0.793 3.829 -0.290 0.479
C 2.043 2.759 2.365 -0.116
H 2.931 -5.203 0.022 0.256
H -2.116 0.436 -3.356 0.273
O -4.451 -0.682 -2.398 -0.706
O 2.201 -2.585 -0.454 -0.712
H 4.666 -4.945 0.361 0.262
C -5.222 -1.860 -2.146 -0.083
S 3.435 -2.954 0.528 2.359
O -3.721 0.295 -0.229 -0.966
H -6.866 -2.512 -0.907 0.231
C 2.038 -0.159 -0.453 -0.635
S -3.214 -0.346 -1.418 2.372
H -3.179 1.681 -2.622 0.256
C 3.787 -4.551 -0.149 -0.881
H 2.388 -0.159 -1.488 0.225
H -2.563 1.778 1.287 0.487
H 0.452 -1.579 -0.692 0.206
H -4.569 -2.719 -1.964 0.202
C -2.454 0.891 -2.426 -0.887
Cl 3.260 2.790 -0.223 -0.009
C -0.517 1.954 2.256 -0.027
H -5.784 -2.071 -3.059 0.208
H 4.662 2.651 3.446 0.261
Cl 2.022 2.777 4.208 0.046
N -1.590 2.126 1.273 -0.483
C -6.194 -1.657 -0.999 -0.641
C -1.158 2.924 0.144 0.215
H -0.570 1.363 3.232 0.302
N 0.212 3.285 0.361 -0.493
C 3.252 2.766 1.624 0.078
H 1.343 0.672 -0.312 0.185
H 5.206 1.768 1.929 0.260
O 2.933 -3.116 1.867 -0.927
H -5.663 -1.541 -0.051 0.217
H 1.090 -1.518 0.946 0.193
```


electronic energy of number 3 (C12H23Cl2N2O6S2)?
-2748.39564 Ha